Formula: C4H12N3
Source: the Open Molecules 2025 dataset
Level of theory: wB97M-V/def2-TZVPD

The value obtained for the highest occupied orbital energy is -12.7 eV. For the total energy, the calculation gives -8805.271 eV. The value obtained for the relative energy (zero: lowest compared OMol25 entry of this formula, charge and spin) is 56.8 kcal/mol. For the LUMO energy, the calculation gives -0.1183 Ha. Its charge is +1. Its frontier orbital gap is 9.509 eV.

Last column: Löwdin charge in e.
Geometry (Å):
N (-1.572, 0.830, 0.243)  0.15
N (0.443, -0.192, 1.648)  -0.15
N (0.339, 0.319, -2.933)  0.08
C (1.585, 0.373, 1.928)  0.04
C (-1.179, 0.941, -1.178)  -0.10
C (0.489, -1.635, 1.413)  -0.12
C (-0.088, 0.280, -1.603)  -0.16
H (-0.522, -2.029, 1.220)  0.08
H (-1.824, 1.733, 0.606)  0.15
H (0.516, -0.317, -0.906)  0.10
H (1.512, 1.450, 2.055)  0.08
H (-2.360, 0.242, 0.435)  0.15
H (-0.347, 0.528, -3.628)  0.10
H (1.115, -1.827, 0.509)  0.09
H (0.954, -2.127, 2.327)  0.11
H (1.035, -0.351, -3.217)  0.10
H (-1.905, 1.426, -1.817)  0.12
H (-0.736, 0.543, 0.863)  0.07
H (2.544, -0.188, 2.036)  0.11